No. 1
ORCA calculation (ωB97M-V/def2-TZVPD) on a structure of composition C27H25Cl3N9NiO4PS.

Output
- Net charge: -2
- LUMO level (alpha / beta): 4.08 / 4.08 eV
- Gap between HOMO and LUMO (alpha / beta): 6.12 / 6.65 eV
- F_max: 0.263 eV/A

Each line ends with the Mulliken charge.
CARTESIAN COORDINATES (ANGSTROEM)
O: 1.2754 -6.5421 0.4813  -0.73
H: -3.0788 -3.6420 -2.3546  0.42
N: 3.5217 -0.3041 -1.1514  -0.21
H: -3.8043 1.6970 1.8547  0.40
C: 0.9683 -5.4492 0.9490  0.22
O: -1.0453 -1.2692 0.0360  -0.47
Cl: 1.5235 -6.8036 3.3859  -0.20
H: 3.3045 2.2581 -0.3398  0.34
C: -3.1021 -1.8458 1.4400  -0.60
S: -1.5348 -2.4816 0.8341  0.69
C: 0.6892 -0.9710 -1.9430  0.52
C: -1.9029 2.8841 -1.2852  -0.22
C: 1.4154 3.2199 0.0540  -0.03
H: -4.3508 -3.6187 1.3464  0.26
C: 2.0342 -0.9833 2.7126  -0.15
H: 1.0827 6.3795 1.2489  0.38
H: -2.7861 -1.0871 2.1577  0.38
H: 1.2215 -0.8049 -4.5335  0.47
O: 0.2924 -1.9329 -2.5744  -0.75
H: -1.1195 -3.8935 -0.8968  0.46
C: -3.9402 -2.9350 2.0914  -1.29
H: -4.9871 3.0042 0.1122  0.33
H: -3.3405 -3.5197 2.7913  0.28
C: -3.2492 3.1869 -1.1363  -0.57
C: 1.4525 1.3114 -4.8827  -0.62
N: 3.3302 -1.0366 2.2375  -0.01
C: 0.8887 1.5742 -2.1650  0.60
O: 0.7582 -4.3331 0.4636  -0.36
N: -0.0820 -0.9055 2.7789  0.08
N: 4.8539 -0.3139 0.5600  -0.60
H: 3.5531 6.2762 1.1219  0.35
H: 4.0477 -0.8507 2.9161  0.28
C: -3.2719 2.0435 0.9769  -0.45
H: 4.6533 4.1986 0.3222  0.44
H: -1.3756 3.1973 -2.1783  0.34
H: -2.4850 -4.4946 0.0402  0.52
H: 1.6322 3.4568 -4.8936  0.39
C: 1.2008 0.1921 -4.1115  -0.77
Cl: -1.0878 -5.7271 2.7530  -0.23
H: -0.2749 4.4391 0.5690  0.36
Cl: 1.1253 -3.9470 3.3328  -0.11
C: 2.9559 5.4234 0.8213  -0.44
H: -2.6022 -2.0358 -1.8173  0.16
C: -1.2263 2.1655 -0.3024  0.04
C: 2.8127 3.1658 -0.0014  -0.39
C: -3.9344 2.7723 -0.0009  -0.58
Ni: 0.8818 -0.9892 -0.0422  -0.53
N: 2.7899 -0.7024 -0.0858  1.01
C: 3.6431 -0.6928 0.9368  0.33
H: -4.7723 -2.4971 2.6451  0.43
H: -3.7668 3.7412 -1.9107  0.39
C: 1.5724 5.4801 0.8934  -0.70
C: 0.9295 0.3091 -2.7507  0.28
H: 1.6852 1.2065 -5.9366  0.35
C: 3.5732 4.2609 0.3716  -0.78
N: 0.3655 -0.8603 3.9877  -0.98
C: 0.8058 4.3850 0.5106  -0.22
C: 1.1400 2.7012 -2.9501  -0.77
C: -1.9272 1.7317 0.8235  -0.39
H: 1.1329 3.6845 -2.4928  0.44
C: -2.0791 -3.6121 -0.4584  -0.46
H: -3.6029 -1.3478 0.6081  0.35
C: 1.4236 2.5744 -4.2992  -0.65
H: -1.4198 1.1184 1.5623  0.25
C: 0.6939 -5.4659 2.5483  0.46
N: 4.7306 -0.0877 -0.7649  -0.83
C: -3.0086 -2.9904 -1.4823  -1.23
N: 0.9672 -0.9945 1.9307  0.92
N: 1.7127 -0.9043 3.9957  -0.45
H: -4.0185 -2.8361 -1.0932  0.27
P: 0.5366 1.6699 -0.3678  1.56

---

No. 2
ORCA calculation (ωB97M-V/def2-TZVPD) on a structure of composition C27H25ClF5GeINO2RhTe in a non-equilibrium geometry.

Output
- <S²>: 0.791
- Net charge: +1
- LUMO level (alpha / beta): -5.46 / -5.14 eV
- Gap between HOMO and LUMO (alpha / beta): 6.36 / 6.61 eV
- Spin multiplicity: 2
- F_max: 1.856 eV/A

Each line ends with the Löwdin spin population.
CARTESIAN COORDINATES (ANGSTROEM)
N: 3.7351 -1.9795 0.1886  0.00
F: 4.1864 2.6510 0.2379  0.00
C: -2.1042 -1.4279 -0.3717  0.00
H: -1.3550 -1.3463 1.6480  0.01
C: -0.9938 1.9722 2.0414  -0.01
H: -3.3051 0.7035 -2.1460  0.00
C: -1.1708 1.1670 3.2035  0.00
C: -2.8920 2.4358 -3.3298  0.00
Cl: 0.5821 3.3374 5.9868  0.00
C: -1.9160 3.2761 -3.8453  0.00
Rh: 0.4163 0.6556 0.9028  0.99
O: 2.1211 -0.4499 0.2068  0.01
H: -4.8697 -3.7101 1.1136  0.00
C: -0.6872 1.5864 4.4157  0.00
H: 4.1600 -2.8101 0.5682  0.00
H: 4.1795 -1.4958 -0.5768  0.00
H: -0.8087 0.9885 5.3072  0.00
C: -1.1877 1.0857 -2.2774  -0.01
H: 0.9118 -1.9691 1.8351  0.00
O: 1.8661 1.3516 2.5759  0.01
H: 0.8356 1.7849 -2.5666  0.00
C: -3.0900 -1.9769 -1.1896  0.00
C: -0.5762 3.0323 -3.5740  0.00
H: 1.2032 -0.3220 -3.5593  0.00
H: -2.2637 0.7806 0.7585  0.00
H: 1.6780 -4.7954 -1.5038  0.00
F: 4.1174 2.8183 3.1239  0.00
H: -3.9371 2.6255 -3.5370  0.00
Te: 3.1386 2.2216 1.6836  0.00
F: 1.7917 2.1833 0.2114  0.06
H: 0.6238 4.6073 3.4808  0.00
H: 2.7073 -1.9838 -4.5651  0.00
H: 0.1866 3.6910 -3.9680  0.00
C: -0.2136 1.9449 -2.7927  0.00
H: -3.0847 -1.7787 -2.2556  0.00
C: -0.0381 2.8215 4.4883  -0.01
F: 4.2285 0.7003 1.6474  0.00
H: -1.7114 0.2330 3.1228  0.00
C: 1.3154 -1.2908 -3.0896  0.00
C: 2.3056 -3.4859 -3.0883  0.00
I: 2.3277 -4.1945 2.1734  0.00
C: -2.5301 1.3478 -2.5464  0.00
C: 0.1195 3.6581 3.3734  0.00
C: 1.5881 -3.8107 -1.9442  0.00
C: 2.1649 -2.2306 -3.6616  0.00
H: -0.1864 3.8349 1.2738  0.00
F: 2.5721 3.9986 1.6325  0.00
H: -3.1058 -2.7932 2.5853  0.00
C: -1.4892 1.5361 0.7758  -0.04
C: -4.0836 -2.7870 -0.6552  0.00
H: -4.8466 -3.1995 -1.3020  0.00
C: 0.6050 -1.6022 -1.9341  -0.01
C: -3.1099 -2.5571 1.5287  0.00
C: 2.6232 -1.4868 0.6909  0.00
H: 2.3666 -1.5993 2.7787  0.00
C: -4.0967 -3.0755 0.7015  0.00
H: 0.1583 -3.1508 -0.4981  0.00
C: -2.1280 -1.7402 0.9876  0.01
H: -2.1982 4.1234 -4.4560  0.00
Ge: -0.6394 -0.3570 -1.1043  -0.02
C: 1.9878 -2.1173 1.8984  0.00
C: -0.3328 3.2305 2.1598  0.00
H: -1.5535 2.2301 -0.0538  0.00
C: 0.7414 -2.8732 -1.3724  0.00
H: 2.9606 -4.2175 -3.5431  0.00

---

No. 3
ORCA calculation (ωB97M-V/def2-TZVPD) on a structure of composition C27H25IN4OW in a non-equilibrium geometry.

Output
- <S²>: 2.043
- Net charge: +2
- LUMO level (alpha / beta): -7.33 / -8.64 eV
- Gap between HOMO and LUMO (alpha / beta): 6.41 / 5.70 eV
- Spin multiplicity: 3
- F_max: 2.869 eV/A

Each line ends with the Löwdin spin population.
CARTESIAN COORDINATES (ANGSTROEM)
H: 0.7513 1.3982 -1.7269  0.00
H: -2.1026 -1.3353 3.3656  0.00
H: 1.7722 6.7545 1.8335  0.00
C: 0.3694 5.1493 2.0496  0.00
C: -1.5264 -3.3086 2.7341  0.00
C: 1.4896 5.7600 1.5099  0.00
H: 1.3304 -2.8443 -5.6916  0.00
C: -1.4747 -1.3887 1.3134  0.01
C: -4.0529 2.7073 1.5506  -0.01
C: 0.2602 0.5513 -2.2020  0.01
C: 2.1411 -0.9797 -1.3338  0.02
H: -0.4046 -4.1106 -0.3636  0.00
H: -0.0690 0.8751 -3.1876  0.00
H: 3.0205 -0.5333 0.5892  0.00
H: -6.1125 2.5155 2.0413  0.01
H: 2.7898 -3.7417 -5.2185  0.00
H: -0.8360 -1.6962 -0.7096  0.00
C: 2.2517 5.1022 0.5386  0.00
H: -0.8700 -5.1460 1.8375  0.00
W: -0.1269 1.3556 1.2545  0.93
C: 3.0987 -2.0186 -1.5709  0.02
H: 2.4664 3.2774 -0.5819  0.00
H: 0.4137 -1.1383 -4.2447  0.00
I: 0.8514 0.8320 3.6480  0.04
C: 2.9732 -2.7622 -2.7230  0.00
C: 1.8978 3.8348 0.1495  0.00
H: 3.8082 -2.6823 0.3725  0.00
C: -4.1229 -0.1626 1.3941  0.04
H: 4.8188 -3.1541 -0.9821  0.00
C: 1.1748 -0.6376 -2.3285  0.02
H: -0.2586 5.6114 2.7984  0.00
N: -1.6920 2.5302 0.9002  0.05
H: -0.6402 0.3101 -1.6428  0.00
C: -0.9941 -2.1486 0.2637  0.01
C: -0.7722 -3.5063 0.4568  0.00
N: -1.0484 3.1276 2.0086  0.01
H: 3.6689 -3.5733 -2.9068  0.00
C: -2.9168 2.0021 1.2006  0.16
H: -4.1451 -1.2398 1.3129  0.00
C: -5.2378 0.5531 1.6751  0.06
N: 0.8136 3.2418 0.6751  0.00
H: 3.1185 5.5720 0.0962  0.00
N: -1.6671 0.0378 1.1444  0.16
H: -6.1783 0.0381 1.8288  0.00
C: -5.2010 1.9893 1.7884  0.18
H: -4.0338 3.7879 1.5971  0.00
O: 1.2193 0.2728 0.4479  0.04
C: -2.9053 0.5580 1.2178  0.15
C: -1.0373 -4.0867 1.6897  0.01
C: 1.8269 -3.3647 -4.8748  0.01
C: 2.1530 -0.4084 -0.0612  0.03
C: -1.7413 -1.9523 2.5511  0.01
C: 0.0623 3.9010 1.5691  0.01
H: -1.7387 -3.7579 3.6956  0.00
C: 4.2003 -2.3518 -0.5901  0.00
C: 1.9792 -2.4932 -3.6665  0.03
H: 4.8480 -1.4899 -0.4146  0.00
C: 1.1213 -1.3995 -3.4656  0.00
H: 1.2160 -4.2334 -4.6123  0.00

---

No. 4
ORCA calculation (ωB97M-V/def2-TZVPD) on an isolated molecule of C27H25N3O2 in a non-equilibrium geometry.

Output
- Net charge: 0
- LUMO level: 0.70 eV
- SMILES string: C[C@H](C#Cc1c([C@@H](C)Oc2ccccc2)nnn1Cc1ccccc1)Oc1ccccc1
- Gap between HOMO and LUMO: 9.31 eV
- F_max: 1.229 eV/A

Each line ends with the natural charge from an NBO analysis.
CARTESIAN COORDINATES (ANGSTROEM)
C: -0.6828 -1.0571 0.3168  0.02
H: -0.1530 2.8803 1.8570  0.19
C: 2.9792 -0.0263 -1.7855  -0.20
C: 2.1678 -2.5386 -2.5892  -0.26
C: -2.1514 0.2873 -2.7172  0.03
C: -0.1068 0.8673 -3.8415  -0.19
C: -2.0338 1.1575 0.1715  0.07
C: 2.4429 1.2448 4.2465  -0.20
H: -1.3672 2.2759 -2.8391  0.22
H: 1.2088 2.7887 3.4548  0.21
H: 0.6161 1.6124 -4.1380  0.21
C: -1.2189 1.2397 -3.1094  -0.24
C: 2.5763 -0.0972 4.5477  -0.25
H: -3.9024 -0.1744 -1.5597  0.22
N: -2.8426 3.1858 0.5061  -0.25
H: 1.6191 -2.0140 4.5044  0.21
C: 1.2847 1.7323 3.6627  -0.27
C: -1.1217 2.4851 2.2027  0.08
H: -1.0988 3.6581 4.0204  0.21
H: -1.5624 -3.6227 0.2291  0.22
C: 3.1497 -1.8736 -3.2925  -0.19
C: -1.3345 -0.0503 0.2124  -0.03
H: 0.9474 -2.0921 1.0978  0.21
C: 1.5308 -0.9638 4.2671  -0.18
N: -3.4054 2.7156 -0.5469  -0.05
C: -3.3523 0.7074 -1.9059  -0.25
C: 1.9945 -0.6848 -1.0678  -0.26
C: -0.8461 -1.4105 -3.8063  -0.20
H: -0.4515 -1.1461 3.4562  0.22
H: -1.9890 4.3919 2.6655  0.23
C: -1.9845 2.2771 0.9995  0.09
H: 3.2464 1.9312 4.4708  0.21
C: 0.2411 0.8627 3.3664  0.31
H: -1.1656 -3.1743 1.8974  0.22
O: -0.9384 1.2016 2.7860  -0.50
O: 0.6156 -2.6892 -0.8584  -0.49
C: -1.7643 3.4641 3.1826  -0.63
C: 0.1075 -2.2751 0.4045  0.02
H: 3.2924 0.9567 -1.4654  0.21
H: -2.6691 -1.7884 -2.7535  0.21
H: 4.3275 -0.0888 -3.4464  0.21
H: 1.5524 -0.2035 -0.2090  0.22
C: 0.0779 -0.4575 -4.1969  -0.20
C: 1.5778 -1.9474 -1.4715  0.30
H: -0.1426 -4.3246 1.0146  0.22
H: -4.0253 1.3380 -2.4951  0.24
C: -1.9536 -1.0408 -3.0643  -0.22
H: 0.9447 -0.7466 -4.7708  0.22
H: 3.5999 -2.3434 -4.1549  0.21
H: 3.4830 -0.4658 5.0025  0.21
C: 0.3753 -0.4913 3.6826  -0.27
H: -0.7010 -2.4460 -4.0735  0.22
C: -0.7511 -3.4286 0.9259  -0.59
H: 1.8364 -3.5221 -2.8838  0.22
N: -2.9485 1.4951 -0.7740  -0.14
H: -2.6906 3.0391 3.5603  0.22
C: 3.5600 -0.6105 -2.8950  -0.25